C4H17NO3 | ωB97M-V with the def2-TZVPD basis set

Expectation value of S²: 0.754
Highest occupied orbital energy (alpha / beta) in eV: -13.8 / -13.8
HOMO-LUMO gap (alpha / beta) in eV: 10.454 / 5.453
LUMO (alpha / beta) in eV: -3.3 / -8.3
Spin multiplicity: 2
F_max in eV/A: 3.19
Relative energy (zero: lowest compared OMol25 entry of this formula, charge and spin) in kJ/mol: 97.1
Charge: +1

Positions of all 25 atoms, in Å:
C: -0.07 -0.80 -2.35
N: -0.20 -0.04 -1.13
C: 0.68 1.95 -2.15
C: 0.80 1.03 -0.87
C: 2.20 0.46 -0.63
H: -0.53 -0.27 -3.19
H: -0.77 -1.64 -2.32
H: 0.93 -1.19 -2.42
H: -1.11 0.43 -1.08
H: -0.27 1.80 -2.67
H: 1.41 1.60 -2.87
H: 0.79 2.99 -1.85
H: 0.43 1.65 -0.05
H: 2.26 -0.57 -0.99
H: 2.30 0.38 0.45
H: 2.98 1.12 -1.01
H: 1.43 -0.42 1.89
H: 1.30 -1.41 3.06
O: 1.56 -0.51 2.84
H: -0.69 -1.34 1.05
H: -1.62 -2.02 2.17
O: -0.75 -1.66 1.95
H: -4.68 -1.20 3.83
H: -4.15 0.01 4.61
O: -4.22 -0.35 3.73

---

C4H17NO4 | ωB97M-V with the def2-TZVPD basis set

Highest occupied orbital energy in eV: -10.3
HOMO-LUMO gap in eV: 10.690
LUMO in eV: 0.4
F_max in eV/A: 1.65
Relative energy (zero: lowest compared OMol25 entry of this formula, charge and spin) in kJ/mol: 70.7
SMILES string: CC[C@H](N)CO.O.O.O

Positions of all 26 atoms, in Å:
C: -2.65 0.37 -0.35
C: -1.14 0.48 -0.50
C: -0.29 0.05 0.70
N: 1.11 0.38 0.36
C: -0.39 -1.47 0.94
O: 0.52 -1.96 1.93
H: -2.98 -0.40 0.32
H: -3.07 0.11 -1.32
H: -3.14 1.33 -0.17
H: -0.83 1.51 -0.73
H: -0.79 -0.04 -1.40
H: -0.64 0.59 1.56
H: 1.30 -0.10 -0.51
H: 1.76 0.11 1.09
H: -0.14 -1.98 0.01
H: -1.33 -1.72 1.44
H: 1.41 -1.62 1.75
O: 3.20 1.20 -2.23
H: 2.43 1.75 -2.40
H: 3.14 0.85 -1.34
O: 0.40 3.09 2.13
H: 0.13 2.45 1.45
H: 1.21 3.34 1.65
O: -1.25 -2.39 -2.54
H: -1.63 -3.24 -2.32
H: -1.06 -1.85 -1.77

---

C4H17NO5S | ωB97M-V with the def2-TZVPD basis set

Highest occupied orbital energy in eV: -9.3
HOMO-LUMO gap in eV: 9.393
LUMO in eV: 0.1
F_max in eV/A: 2.35
Relative energy (zero: lowest compared OMol25 entry of this formula, charge and spin) in kJ/mol: 146.1
SMILES string: C[C@H](CS)NC=O.O.O.O.O

Positions of all 28 atoms, in Å:
C: -1.77 -1.95 -0.07
C: -0.84 -0.80 0.30
C: -1.06 0.42 -0.60
S: -2.33 1.52 0.15
N: 0.54 -1.26 0.14
C: 1.48 -1.38 1.11
O: 1.23 -1.12 2.27
H: -1.63 -2.82 0.56
H: -1.53 -2.34 -1.06
H: -2.81 -1.62 -0.09
H: -0.97 -0.46 1.32
H: -0.12 0.96 -0.72
H: -1.46 0.21 -1.59
H: -1.55 2.59 0.41
H: 0.70 -1.55 -0.81
H: 2.44 -1.77 0.73
O: -0.43 0.24 -3.41
H: -0.56 -0.63 -3.06
H: -1.08 0.93 -3.27
O: 2.30 -1.92 -2.13
H: 2.37 -2.31 -3.01
H: 1.58 -1.29 -2.18
O: 0.08 2.43 3.86
H: 0.59 2.17 3.09
H: -0.74 1.93 3.80
O: 1.67 2.92 1.29
H: 1.32 3.81 1.43
H: 2.58 3.09 1.54

---

C4H18B2KO2 | ωB97M-V with the def2-TZVPD basis set

Highest occupied orbital energy in eV: -4.9
HOMO-LUMO gap in eV: 6.006
LUMO in eV: 1.1
F_max in eV/A: 4.87
Relative energy (zero: lowest compared OMol25 entry of this formula, charge and spin) in kJ/mol: 470.1
Charge: -1

Positions of all 27 atoms, in Å:
K: -29.32 0.33 -30.69
B: -32.91 0.28 -33.05
H: -33.28 -0.73 -32.95
H: -32.93 0.82 -32.11
H: -31.92 0.22 -33.49
H: -33.55 0.91 -33.64
B: -28.74 -3.71 -31.90
H: -27.99 -3.40 -31.19
H: -29.39 -4.35 -31.33
H: -29.27 -2.91 -32.40
H: -28.28 -4.34 -32.64
C: -28.78 -2.22 -25.07
O: -29.77 -1.33 -25.47
C: -30.87 -2.02 -26.16
C: -31.96 -1.03 -26.64
O: -31.31 0.07 -27.30
C: -32.18 1.16 -27.38
H: -28.50 -2.94 -25.84
H: -29.17 -2.87 -24.28
H: -27.92 -1.59 -24.85
H: -31.26 -2.84 -25.55
H: -30.61 -2.45 -27.12
H: -32.65 -0.63 -25.90
H: -32.70 -1.54 -27.25
H: -31.61 1.92 -27.93
H: -32.59 1.38 -26.39
H: -33.06 0.94 -27.97

---

C4H18BrO7 | ωB97M-V with the def2-TZVPD basis set

Expectation value of S²: 0.753
Highest occupied orbital energy (alpha / beta) in eV: -10.1 / -10.0
HOMO-LUMO gap (alpha / beta) in eV: 9.855 / 4.733
LUMO (alpha / beta) in eV: -0.2 / -5.3
Spin multiplicity: 2
F_max in eV/A: 2.35

Positions of all 30 atoms, in Å:
Br: -0.56 0.55 0.23
C: -2.81 -0.96 -2.67
C: -4.20 -0.31 -2.30
O: -5.29 -1.18 -2.47
O: -2.17 -1.83 -1.79
H: -2.04 -0.20 -2.77
H: -2.84 -1.53 -3.60
H: -4.46 0.62 -2.79
H: -4.07 -0.09 -1.24
H: -5.99 -0.53 -2.59
H: -1.65 -1.25 -1.22
C: 4.22 -0.34 0.58
C: 3.07 -1.32 0.55
O: 2.39 -1.16 -0.69
O: 3.77 0.98 0.72
H: 4.83 -0.26 -0.32
H: 4.87 -0.44 1.44
H: 2.49 -1.18 1.47
H: 3.41 -2.36 0.58
H: 1.69 -0.50 -0.61
H: 3.40 1.03 1.60
O: 1.10 3.77 0.45
H: 1.32 2.85 0.32
H: 0.61 3.79 1.27
O: -0.17 2.60 3.03
H: -0.56 1.93 2.47
H: -0.23 2.24 3.91
O: -0.13 -2.02 2.10
H: 0.01 -1.35 1.44
H: -0.01 -1.57 2.93

---

C4H18N2O4 | ωB97M-V with the def2-TZVPD basis set

Expectation value of S²: 0.755
Highest occupied orbital energy (alpha / beta) in eV: -14.4 / -14.4
HOMO-LUMO gap (alpha / beta) in eV: 11.464 / 6.967
LUMO (alpha / beta) in eV: -2.9 / -7.4
Spin multiplicity: 2
F_max in eV/A: 1.89
Relative energy (zero: lowest compared OMol25 entry of this formula, charge and spin) in kJ/mol: 0.0
Charge: +1

Positions of all 28 atoms, in Å:
C: 1.21 1.30 1.18
C: -0.29 1.67 0.81
C: -1.22 1.53 2.02
O: -1.64 0.20 2.20
N: -0.74 0.78 -0.21
C: -0.28 0.92 -1.59
N: -1.09 1.93 -2.25
H: 1.87 2.06 0.77
H: 1.47 0.33 0.74
H: 1.20 1.22 2.26
H: -0.33 2.68 0.41
H: -0.72 1.87 2.92
H: -2.11 2.13 1.87
H: -1.02 -0.31 2.74
H: -0.90 -0.18 0.08
H: -0.36 -0.04 -2.08
H: 0.76 1.24 -1.63
H: -2.01 1.60 -2.47
H: -1.18 2.75 -1.66
H: -1.38 -2.73 0.25
H: -0.13 -3.48 -0.40
O: -0.50 -3.10 0.41
H: 2.43 -2.61 0.32
H: 3.47 -1.53 0.04
O: 2.88 -1.86 0.73
H: 0.00 -3.18 -3.18
H: 0.49 -2.18 -2.01
O: 0.10 -3.02 -2.24